Record 1
A 10-piece molecular cluster, C45H63INO34 overall at a distorted geometry. Source: the OMol25 dataset; level of theory: the ωB97M-V functional and the def2-TZVPD basis.

The geometry in XYZ format:
```
144
Properties=species:S:1:pos:R:3:mulliken_charge:R:1
C 2.860 0.617 -4.298 -0.238
O 3.798 -0.437 -4.462 -0.420
C 3.130 -1.697 -4.692 -0.805
C 2.011 -2.013 -3.627 0.968
C 1.881 -3.538 -3.243 -1.215
C 0.488 -3.845 -2.541 -0.668
C 0.329 -3.118 -1.139 1.321
C -0.845 -2.078 -1.283 0.030
N -0.497 -0.848 -1.768 1.058
C -1.374 0.186 -2.003 -0.894
C -2.786 0.035 -1.712 0.594
C -3.732 1.256 -1.957 -0.784
O -3.584 1.878 -3.222 -0.242
C -3.532 0.930 -4.291 -0.291
O -3.826 1.551 -5.535 -0.441
C -2.639 1.729 -6.327 0.351
C -2.480 0.648 -7.479 -0.552
O -1.312 -0.186 -7.251 -0.542
C -3.211 -1.277 -1.167 0.749
C -4.715 -1.498 -0.820 -0.144
O -5.359 -2.383 -1.304 -0.517
O -5.355 -0.692 0.111 -0.500
C -2.250 -2.363 -0.932 0.036
C -2.662 -3.739 -0.326 -0.424
C -2.344 -3.815 1.226 0.371
O -2.982 -4.491 1.966 -0.561
I -0.714 -2.671 2.115 0.026
H 3.305 1.619 -4.549 0.334
H 1.930 0.499 -4.933 0.104
H 2.483 0.710 -3.232 -0.019
H 3.903 -2.512 -4.744 0.388
H 2.628 -1.618 -5.704 0.320
H 2.259 -1.456 -2.676 -0.335
H 1.027 -1.681 -4.054 0.185
H 2.749 -3.779 -2.566 0.290
H 1.927 -4.170 -4.167 0.446
H -0.321 -3.494 -3.248 0.400
H 0.377 -4.964 -2.472 0.223
H 0.080 -3.888 -0.362 -0.174
H 1.248 -2.532 -0.892 -0.713
H 0.493 -0.664 -1.974 -0.732
H -1.037 1.164 -2.419 0.606
H -4.799 0.976 -1.708 0.428
H -3.449 2.036 -1.189 0.334
H -2.542 0.404 -4.375 0.356
H -4.322 0.128 -4.167 0.148
H -1.685 1.790 -5.743 0.264
H -2.749 2.729 -6.840 -0.106
H -2.331 1.125 -8.481 0.328
H -3.379 -0.018 -7.566 0.290
H -0.515 0.348 -7.421 0.306
H -4.704 -0.019 0.392 0.442
H -3.780 -3.801 -0.404 0.464
H -2.239 -4.617 -0.887 0.248
C -4.102 -4.032 5.583 -0.381
C -4.024 -2.858 4.649 0.734
O -4.429 -1.768 5.470 -0.356
C -4.187 -2.124 6.763 0.598
O -4.255 -1.381 7.687 -0.530
O -3.854 -3.441 6.855 -0.360
H -3.359 -4.796 5.358 0.294
H -5.093 -4.493 5.594 0.282
H -3.006 -2.671 4.293 -0.287
H -4.686 -2.964 3.790 -0.037
C -2.647 7.396 -6.240 -0.347
C -3.691 6.324 -6.095 -0.264
O -3.225 5.308 -6.980 -0.295
C -1.885 5.481 -7.126 0.690
O -1.160 4.703 -7.668 -0.522
O -1.476 6.654 -6.576 -0.322
H -2.498 7.962 -5.322 0.300
H -2.870 8.091 -7.053 0.263
H -3.735 5.916 -5.082 0.222
H -4.684 6.665 -6.383 0.295
C 3.262 -1.177 2.300 0.043
C 4.364 -1.347 1.308 -0.098
O 3.700 -1.157 0.055 -0.347
C 2.593 -0.418 0.301 0.664
O 1.897 0.059 -0.556 -0.615
O 2.366 -0.285 1.630 -0.289
H 3.613 -0.750 3.238 0.328
H 2.737 -2.113 2.509 -0.088
H 5.144 -0.590 1.414 0.088
H 4.820 -2.334 1.360 0.281
C 5.271 2.844 3.882 -0.111
C 6.313 3.418 2.968 -0.100
O 7.288 2.380 2.910 -0.356
C 6.665 1.214 3.210 0.636
O 7.161 0.133 3.086 -0.543
O 5.398 1.436 3.669 -0.310
H 4.269 3.184 3.636 0.115
H 5.471 3.060 4.934 0.240
H 5.932 3.603 1.961 0.129
H 6.746 4.339 3.355 0.321
C -7.449 -2.392 1.838 0.361
C -8.494 -1.316 1.945 -0.375
O -9.034 -1.528 3.246 -0.359
C -8.087 -2.175 3.980 0.561
O -8.152 -2.355 5.152 -0.503
O -7.054 -2.588 3.193 -0.188
H -6.600 -2.092 1.227 -0.428
H -7.853 -3.330 1.448 0.303
H -8.066 -0.311 1.898 0.279
H -9.267 -1.407 1.183 0.338
C 5.744 -4.153 5.077 -0.225
C 4.630 -4.468 6.036 -0.354
O 3.469 -4.374 5.213 -0.277
C 3.863 -4.583 3.930 0.647
O 3.117 -4.736 3.012 -0.519
O 5.217 -4.594 3.827 -0.302
H 6.666 -4.679 5.318 0.297
H 5.953 -3.082 5.014 0.187
H 4.697 -5.482 6.438 0.270
H 4.579 -3.762 6.864 0.298
C 3.168 5.111 0.918 -0.437
C 2.151 6.216 0.969 -0.254
O 1.620 6.101 2.286 -0.391
C 2.558 5.479 3.047 0.657
O 2.504 5.374 4.231 -0.558
O 3.572 4.991 2.281 -0.123
H 4.018 5.352 0.281 0.361
H 2.738 4.159 0.592 0.296
H 2.603 7.201 0.856 0.123
H 1.367 6.097 0.221 0.380
C -1.311 -8.472 1.221 -0.395
C -2.083 -7.883 0.074 -0.365
O -1.365 -6.681 -0.204 -0.227
C -0.094 -6.853 0.259 0.524
O 0.807 -6.104 0.039 -0.447
O 0.010 -7.981 0.999 -0.352
H -1.326 -9.561 1.220 0.341
H -1.662 -8.113 2.192 0.257
H -2.065 -8.519 -0.814 0.265
H -3.119 -7.668 0.334 0.331
C 4.877 10.272 2.848 -0.385
C 3.813 9.236 3.084 -0.369
O 4.214 8.172 2.221 -0.200
C 5.553 8.304 2.009 0.558
O 6.228 7.485 1.471 -0.514
O 6.013 9.486 2.492 -0.334
H 5.082 10.871 3.734 0.320
H 4.636 10.940 2.017 0.260
H 3.803 8.871 4.113 0.280
H 2.817 9.593 2.826 0.328
```

The calculation puts the energy at -126884.529 eV. The net charge is +1. The calculation puts the HOMO-LUMO gap at 7.59 eV. As for the LUMO energy: -4.202 eV.

---

Record 2
The molecule C6H8N2O at a distorted geometry. Source: the OMol25 dataset; level of theory: the ωB97M-V functional and the def2-TZVPD basis.

The geometry in XYZ format:
```
17
Properties=species:S:1:pos:R:3:mulliken_charge:R:1
C -1.213 2.623 0.629 -0.132
N -0.996 1.480 0.988 -0.438
N -0.201 0.425 -0.041 0.261
C -0.440 -0.888 0.071 0.195
C -1.573 -1.463 0.540 -0.906
C 0.800 -1.668 -0.250 -0.292
C 1.802 -0.581 -0.730 -0.538
C 1.013 0.724 -0.644 0.400
O 1.293 1.875 -0.995 -0.627
H -1.621 3.371 1.290 0.283
H -1.052 3.236 -0.331 0.219
H -2.569 -0.909 0.793 0.233
H -1.695 -2.536 0.796 0.260
H 1.156 -2.123 0.723 0.239
H 0.493 -2.380 -1.027 0.308
H 2.167 -0.722 -1.736 0.289
H 2.635 -0.464 -0.078 0.244
```

The calculation puts the energy at -11376.259 eV. The calculation puts the HOMO-LUMO gap at 9.21 eV. As for the LUMO energy: 0.936 eV. The energy above the lowest of the compared OMol25 structures with the same formula, charge and spin comes out at 71.2 kcal per mole.

---

Record 3
A 2-piece molecular cluster, CH2P2 overall at a distorted geometry. Source: the OMol25 dataset; level of theory: the ωB97M-V functional and the def2-TZVPD basis.

The geometry in XYZ format:
```
5
Properties=species:S:1:pos:R:3:mulliken_charge:R:1
C -0.227 0.093 -0.137 -0.406
P 1.172 -1.015 -0.044 -0.041
P 1.339 0.931 0.203 -0.045
H -0.697 0.431 -1.115 0.308
H -1.587 -0.439 1.093 0.183
```

The calculation puts the energy at -19640.395 eV. As for the multiplicity: 3. The calculation puts the HOMO-LUMO gap (spin up / spin down) at 6.14 / 7.19 eV. As for the LUMO energy (spin up / spin down): -0.664 / -2.499 eV.

---

Record 4
C5H8F6NP as an isolated structure at a distorted geometry. Source: the OMol25 dataset; level of theory: the ωB97M-V functional and the def2-TZVPD basis.

The geometry in XYZ format:
```
21
Properties=species:S:1:pos:R:3:mulliken_charge:R:1
C -1.411 -0.726 -1.704 -0.999
C -1.487 1.706 -0.071 -1.013
C 1.093 0.065 -0.399 -0.471
C 1.862 -1.292 -0.304 0.741
C 1.924 1.193 0.207 0.545
N -1.453 -0.944 1.295 -0.779
F 1.288 -2.308 -0.997 -0.279
F 1.924 -1.718 0.930 -0.260
F 3.082 -1.100 -0.786 -0.263
F 1.456 1.576 1.438 -0.301
F 1.852 2.285 -0.558 -0.251
F 3.186 0.964 0.453 -0.273
P -0.637 0.129 -0.500 0.992
H -0.968 -1.510 -2.342 0.308
H -2.447 -0.734 -1.356 0.293
H -1.319 -1.909 0.885 0.372
H -2.376 1.947 -0.688 0.386
H -0.655 2.350 -0.317 0.322
H -1.693 1.863 1.048 0.317
H -2.449 -0.940 1.668 0.283
H -0.773 -0.896 2.097 0.328
```

The calculation puts the energy at -32396.606 eV. The calculation puts the HOMO-LUMO gap at 8.15 eV. As for the LUMO energy: 0.200 eV. The energy above the lowest of the compared OMol25 structures with the same formula, charge and spin comes out at 0.0 kcal per mole.

---

Record 5
A 7-piece molecular cluster, C29H63ClNO22PS6 overall at a distorted geometry. Source: the OMol25 dataset; level of theory: the ωB97M-V functional and the def2-TZVPD basis.

The geometry in XYZ format:
```
123
Properties=species:S:1:pos:R:3:mulliken_charge:R:1
C 4.295 -4.096 -2.380 -0.938
C 5.356 -5.137 -1.683 0.162
Cl 4.515 -6.497 -0.738 -0.196
C 6.467 -4.331 -0.783 -0.965
C 5.941 -3.840 0.691 0.592
C 5.454 -2.425 0.942 -0.514
C 5.005 -2.107 2.519 0.343
O 5.281 -0.879 2.970 -0.562
C 4.298 -3.324 3.359 0.141
P 2.938 -2.858 4.624 0.276
N 3.786 -1.736 5.776 -0.686
O 1.658 -2.005 3.807 -0.327
C 4.744 -4.719 3.099 0.218
C 4.089 -6.031 3.833 -0.679
C 4.168 -6.024 5.470 -0.368
O 2.757 -5.929 5.960 -0.502
C 5.974 -4.903 1.981 0.111
O 6.955 -5.817 2.122 -0.574
H 4.794 -3.099 -2.779 0.254
H 3.836 -4.651 -3.330 0.296
H 3.387 -3.863 -1.645 0.232
H 5.964 -5.662 -2.566 0.332
H 7.452 -4.971 -0.616 0.293
H 6.807 -3.357 -1.369 0.365
H 5.397 -1.613 0.092 0.278
H 4.046 -0.853 5.281 0.288
H 3.122 -1.463 6.536 0.293
H 1.932 -1.884 2.845 0.301
H 4.722 -6.977 3.474 0.279
H 3.006 -6.167 3.390 0.359
H 4.823 -5.174 5.936 0.297
H 4.568 -7.058 5.870 0.325
H 2.723 -6.189 6.945 0.296
C -0.858 -0.997 1.849 -0.760
C -2.079 -1.601 1.182 -0.503
O -2.281 -1.064 -0.117 -0.152
S -1.343 -1.599 -1.337 1.129
C -2.298 -0.911 -2.668 -0.838
O -1.432 -3.042 -1.404 -0.619
O -0.073 -0.908 -1.284 -0.630
H 0.060 -1.304 1.339 0.050
H -0.787 -1.318 2.892 0.499
H -0.897 0.096 1.814 0.287
H -2.012 -2.693 1.147 0.340
H -2.967 -1.352 1.773 0.286
H -3.278 -1.390 -2.685 0.169
H -1.767 -1.109 -3.601 0.390
H -2.393 0.166 -2.515 0.339
C -1.630 3.487 6.644 -0.968
C -2.165 3.882 5.280 -0.301
O -1.144 4.432 4.461 -0.287
S -0.078 3.421 3.758 1.169
C 0.622 4.594 2.621 -0.913
O -0.802 2.422 3.000 -0.580
O 0.937 3.067 4.726 -0.649
H -0.934 2.646 6.564 0.271
H -2.446 3.188 7.308 0.391
H -1.083 4.317 7.101 0.255
H -2.649 3.034 4.783 0.290
H -2.927 4.658 5.407 0.267
H -0.150 4.907 1.915 0.256
H 1.439 4.102 2.089 0.431
H 1.005 5.447 3.184 0.336
C -1.050 -5.036 -3.382 -0.698
C -1.031 -5.445 -4.843 -0.481
O -1.364 -6.816 -5.003 -0.240
S -2.928 -7.257 -4.892 1.177
C -2.743 -8.896 -5.553 -0.918
O -3.708 -6.471 -5.824 -0.635
O -3.283 -7.368 -3.494 -0.588
H -2.067 -5.064 -2.979 0.343
H -0.666 -4.019 -3.260 0.257
H -0.444 -5.720 -2.780 0.217
H -1.694 -4.810 -5.441 0.316
H -0.017 -5.314 -5.237 0.287
H -2.427 -8.824 -6.595 0.309
H -3.711 -9.397 -5.488 0.365
H -2.005 -9.436 -4.957 0.307
C 0.165 10.202 1.269 -0.723
C 1.562 10.753 1.053 -0.301
O 2.505 10.130 1.912 -0.308
S 3.029 8.633 1.540 1.223
C 4.396 8.589 2.675 -1.089
O 3.553 8.637 0.190 -0.650
O 2.042 7.671 1.980 -0.463
H 0.100 9.159 0.947 0.051
H -0.571 10.778 0.700 0.384
H -0.104 10.231 2.330 0.268
H 1.867 10.659 0.005 0.304
H 1.565 11.821 1.295 0.288
H 5.124 9.346 2.382 0.353
H 4.846 7.595 2.623 0.382
H 4.023 8.775 3.684 0.328
C -1.419 3.781 -4.187 -1.017
C 0.033 3.892 -3.762 -0.318
O 0.315 5.167 -3.204 -0.274
S -0.163 5.475 -1.678 1.188
C 0.784 6.960 -1.445 -0.649
O 0.364 4.451 -0.802 -0.611
O -1.566 5.828 -1.692 -0.643
H -2.085 3.794 -3.319 0.294
H -1.593 2.848 -4.731 0.390
H -1.702 4.624 -4.825 0.277
H 0.304 3.093 -3.063 0.302
H 0.673 3.779 -4.644 0.277
H 1.846 6.713 -1.483 0.354
H 0.530 7.372 -0.466 -0.035
H 0.521 7.673 -2.228 0.427
C -8.484 -1.891 -5.268 -0.973
C -9.029 -1.309 -3.978 -0.352
O -8.248 -1.700 -2.859 -0.270
S -6.823 -0.953 -2.602 1.223
C -6.556 -1.549 -0.949 -0.848
O -7.043 0.477 -2.546 -0.654
O -5.824 -1.545 -3.466 -0.584
H -7.511 -1.455 -5.515 0.282
H -9.164 -1.693 -6.101 0.383
H -8.339 -2.972 -5.175 0.263
H -9.106 -0.218 -4.037 0.324
H -10.041 -1.695 -3.813 0.265
H -7.335 -1.148 -0.299 0.349
H -5.575 -1.200 -0.620 0.257
H -6.578 -2.640 -0.960 0.332
```

The calculation puts the energy at -164441.849 eV. The calculation puts the HOMO-LUMO gap at 6.88 eV. As for the LUMO energy: -1.442 eV.

---

Record 6
A 2-piece molecular cluster, C3H10N2O2S overall at a distorted geometry. Source: the OMol25 dataset; level of theory: the ωB97M-V functional and the def2-TZVPD basis.

The geometry in XYZ format:
```
18
Properties=species:S:1:pos:R:3:mulliken_charge:R:1
N -0.043 -1.674 -0.360 -0.694
C 0.270 -0.264 -0.132 0.604
C 0.807 -0.056 1.292 -2.100
S 0.843 1.683 1.871 0.120
C 1.143 0.359 -1.205 -0.886
N 1.172 1.736 -1.334 -0.459
O 1.429 -0.307 -2.211 -0.309
H -0.005 -1.873 -1.362 0.323
H -0.578 1.826 1.656 0.262
H 0.778 -2.165 -0.032 0.301
H -0.671 0.311 -0.195 0.304
H 1.830 -0.425 1.336 0.732
H 0.210 -0.654 1.988 0.156
H 1.372 2.416 -0.619 0.361
H 1.605 2.017 -2.217 0.295
H -2.603 -0.842 0.556 0.427
H -4.007 -1.445 0.332 0.396
O -3.550 -0.645 0.637 -0.833
```

The calculation puts the energy at -21183.054 eV. The net charge is -1. As for the multiplicity: 2. The calculation puts the HOMO-LUMO gap (spin up / spin down) at 2.91 / 8.81 eV. As for the LUMO energy (spin up / spin down): 3.535 / 3.553 eV. The energy above the lowest of the compared OMol25 structures with the same formula, charge and spin comes out at 0.0 kcal per mole.